# C7H3F5NO

A 2-piece molecular cluster, C7H3F5NO overall (wB97M-V/def2-TZVPD, OMol25).

Molecular weight (g mol⁻¹): 212.1
E (hartree): -897.7073
Total charge: -1
HOMO-LUMO gap (alpha / beta) (eV): 6.231 / 5.664
HOMO (alpha / beta) (eV): -2.42 / -1.93

Geometry (Å):
F -1.801 -2.675 -0.766
F 1.251 1.892 2.509
F 0.060 -2.436 -1.962
F -1.445 1.322 2.605
F -2.365 -0.879 1.132
O 0.185 1.467 -1.347
N 0.119 1.402 -2.592
C 1.496 0.537 0.650
C 0.666 1.001 1.615
C -0.240 -0.898 -0.091
C -0.650 -1.919 -0.898
C -1.133 -0.357 0.962
C -0.724 0.657 1.760
C 1.013 -0.288 -0.346
H -0.729 1.086 -3.037
H 1.790 -0.844 -0.844
H 2.507 0.934 0.652

# C7H3FI2NO4ReSe4

C7H3FI2NO4ReSe4 as an isolated structure (wB97M-V/def2-TZVPD, OMol25).

Molecular weight (g mol⁻¹): 940.0
Expectation value of S²: 3.779
E (hartree): -11003.6913
Total charge: -1
2S+1: 4
HOMO-LUMO gap (alpha / beta) (eV): 5.938 / 6.030
HOMO (alpha / beta) (eV): -5.90 / -5.90

Geometry (Å):
Re 0.403 -0.052 -0.007
I 1.708 -2.408 0.719
I 2.649 -3.984 -1.343
Se -0.405 4.008 5.441
Se -2.543 3.163 5.228
Se -0.759 2.064 4.191
Se 0.389 -0.313 2.322
F 1.729 0.866 -1.021
O -4.355 4.131 -2.880
O -3.993 5.310 -0.974
O -0.348 -0.726 -1.750
O -1.497 -0.124 -3.574
N -1.017 1.395 -0.434
C -2.256 3.371 -0.034
C -2.447 2.244 -2.134
C -1.551 1.312 -1.671
C -3.838 4.378 -1.780
C -1.362 2.410 0.378
C -1.128 0.085 -2.450
C -2.816 3.302 -1.307
H -2.876 2.155 -3.122
H -0.901 2.425 1.355
H -2.538 4.193 0.609

# C7H43NO13

A 14-piece molecular cluster, C7H43NO13 overall (wB97M-V/def2-TZVPD, OMol25).

Molecular weight (g mol⁻¹): 349.4
E (hartree): -1325.4501
HOMO-LUMO gap (eV): 9.824
HOMO (eV): -9.63

Geometry (Å):
O -3.268 -2.369 -2.113
O -1.782 3.048 1.676
O -3.632 0.344 -2.052
O 2.688 -2.448 0.632
O 2.236 -1.317 3.055
O -1.922 2.046 -0.877
O 0.891 3.283 2.147
O -0.767 -2.514 -3.122
O -1.082 0.123 -3.567
O 0.991 1.048 3.627
O 1.579 -2.601 -1.850
O -1.707 1.081 3.519
O 4.187 -0.273 1.306
N -0.274 -0.126 -0.460
C -1.160 -0.731 0.567
C 1.205 3.371 -1.369
C 1.364 1.982 -1.997
C 1.894 0.947 -0.984
C 0.886 0.574 0.111
C -0.685 -2.054 1.157
C -0.986 -3.234 0.226
H 2.147 -2.342 -0.181
H -1.840 1.828 2.871
H 0.402 1.670 -2.382
H -1.588 2.764 -1.420
H 1.400 0.186 3.383
H 1.036 2.502 2.724
H -1.250 0.021 1.373
H -2.051 -3.431 0.140
H -0.712 0.284 -2.682
H 2.766 1.348 -0.511
H -4.489 0.756 -2.271
H 0.686 -2.664 -2.262
H 0.505 1.469 0.631
H 0.514 3.425 -0.537
H 2.167 -2.403 -2.545
H 0.045 0.852 3.745
H 0.019 -0.805 -1.139
H 2.162 3.720 -0.946
H 2.080 2.062 -2.809
H 1.424 -0.074 0.894
H -2.038 0.192 -3.443
H -1.881 2.709 0.789
H 2.200 0.043 -1.529
H 2.257 -1.956 3.776
H 0.897 4.115 -2.150
H 0.374 -2.012 1.307
H 3.202 -3.247 0.545
H 3.849 -0.192 2.188
H -3.096 0.954 -1.502
H 1.724 3.356 1.667
H 2.227 -1.823 2.217
H -0.862 3.243 1.858
H -0.827 -1.622 -3.530
H 3.730 -1.055 0.922
H -0.488 -4.147 0.657
H -1.162 -2.199 2.168
H -3.627 -2.739 -1.302
H -3.399 -1.410 -2.056
H -1.671 -2.699 -2.722
H -2.572 0.756 3.707
H -1.164 1.393 -0.778
H -0.545 -3.103 -0.766
H -2.113 -0.847 0.122

# C7H4DyO5

C7H4DyO5 as an isolated structure (wB97M-V/def2-TZVPD, OMol25).

Molecular weight (g mol⁻¹): 330.6
Expectation value of S²: 9.751
E (hartree): -1529.0190
Total charge: +3
2S+1: 6
HOMO-LUMO gap (alpha / beta) (eV): 3.611 / 8.428
HOMO (alpha / beta) (eV): -19.85 / -21.62

Geometry (Å):
Dy 0.635 0.488 1.998
O -0.462 3.710 0.919
O -0.432 -2.754 1.050
O -1.574 -1.383 4.065
O -2.623 -0.259 0.824
O 3.837 -0.321 0.535
C 0.040 -0.628 -2.844
C 0.118 -1.756 1.280
C 0.026 0.706 -2.966
C -0.101 2.661 1.242
C -1.573 0.161 1.087
C 2.792 -0.075 0.971
C -0.807 -0.713 3.496
H 0.978 -1.189 -2.861
H -0.887 -1.208 -2.739
H -0.916 1.272 -2.968
H 0.948 1.287 -3.088